Entry 1:
Molecular formula: C30H50BrN3P2SSn
Method: DFT, ωB97M-V/def2-TZVPD

Geometry (Å):
1 Sn -0.387 -0.569 -0.311
2 Br -3.085 -0.589 0.104
3 S 0.158 0.979 1.786
4 P -2.471 -3.221 -3.988
5 P 2.144 -1.098 -0.909
6 N 1.183 0.166 4.096
7 N -0.974 7.770 -8.421
8 N -1.147 0.261 4.049
9 C 2.893 -0.424 -3.578
10 C -2.371 0.729 3.410
11 C -0.799 3.940 -4.593
12 C 0.213 2.177 -1.516
13 C -0.654 -3.400 -3.972
14 C 2.623 -2.739 -0.216
15 C -2.759 -1.566 -4.725
16 C -0.246 -4.852 -4.250
17 C -0.871 5.794 -6.489
18 C 4.914 -0.537 -0.678
19 C -2.954 -3.115 -2.238
20 C 1.965 -1.297 -2.736
21 C 3.509 0.063 -0.532
22 C -0.641 7.134 -6.147
23 C -4.401 -3.594 -2.052
24 C -0.782 1.204 -1.517
25 C -1.130 5.465 -7.825
26 C 1.268 0.467 5.533
27 C -1.177 6.499 -8.767
28 C -0.706 8.100 -7.156
29 C -1.816 1.160 -2.444
30 C 3.524 -3.627 -1.073
31 C -0.837 4.770 -5.485
32 C 0.034 0.400 3.403
33 C -1.782 2.044 -3.502
34 C 2.455 0.251 3.385
35 C -1.294 -0.808 5.038
36 C -0.779 3.019 -3.539
37 C -2.995 -1.630 -6.243
38 C 0.235 3.079 -2.572
39 H 3.055 -3.913 -2.023
40 H -0.796 -5.264 -5.107
41 H -4.538 -4.599 -2.474
42 H -3.642 -1.143 -4.225
43 H -3.757 -2.376 -6.497
44 H 2.281 0.829 5.747
45 H 3.232 -0.059 4.087
46 H 5.675 0.236 -0.490
47 H -1.386 6.270 -9.811
48 H 4.494 -3.163 -1.293
49 H 0.979 2.257 -0.741
50 H 3.948 -0.703 -3.456
51 H 2.067 -2.361 -3.010
52 H 1.666 -3.242 -0.013
53 H 5.109 -0.927 -1.688
54 H -5.120 -2.921 -2.539
55 H -0.508 -1.555 4.912
56 H 2.431 -0.425 2.521
57 H -2.285 1.799 3.167
58 H -2.271 -1.273 4.897
59 H 3.403 0.950 -1.174
60 H -0.423 7.418 -5.118
61 H 3.089 -2.555 0.764
62 H 0.546 1.238 5.836
63 H -1.890 -0.936 -4.490
64 H -3.341 -0.659 -6.615
65 H 5.092 -1.348 0.043
66 H 2.647 -0.557 -4.640
67 H 2.778 0.644 -3.341
68 H -2.648 0.467 -2.364
69 H 3.734 -4.557 -0.529
70 H 3.353 0.415 0.501
71 H -0.539 9.148 -6.914
72 H 0.824 -4.913 -4.478
73 H 2.658 1.274 3.025
74 H -3.194 0.570 4.108
75 H -1.249 -0.405 6.057
76 H -2.572 0.182 2.470
77 H -2.259 -3.738 -1.651
78 H 1.107 -0.443 6.125
79 H -0.292 -3.063 -2.990
80 H -0.255 -2.730 -4.748
81 H -2.509 2.020 -4.316
82 H -0.438 -5.499 -3.385
83 H 1.015 3.835 -2.684
84 H -1.297 4.432 -8.122
85 H -2.079 -1.881 -6.791
86 H -2.845 -2.068 -1.912
87 H 0.917 -1.020 -2.953
88 H -4.656 -3.631 -0.987

Cartesian forces (eV/Å) of the 2 atoms listed first:
Sn -1.46 3.08 2.07
Br 1.56 -0.88 -0.09

As for the total charge: +4. The value obtained for the total energy is -5204.9979 Eh. The orbital gap (alpha / beta) comes out at 0.18184 / 0.18005 Ha. The strongest force on any atom is 3.99 eV/A. As for the HOMO energy (alpha / beta): -18.55 / -18.51 eV.

Entry 2:
Molecular formula: C30H50Cl3N4NdO4Si
Method: DFT, ωB97M-V/def2-TZVPD

Geometry (Å):
1 Nd 1.107 2.196 -0.300
2 Cl 0.554 1.608 -2.849
3 Cl 3.257 3.702 -0.842
4 Cl -1.553 1.970 -0.919
5 Si -0.608 3.013 -4.264
6 O 1.863 0.136 -0.695
7 O 1.699 -2.241 3.485
8 O 0.301 3.769 1.300
9 O -1.672 -0.671 -3.323
10 N -0.339 0.776 1.541
11 N 2.764 -1.470 -2.063
12 N -0.139 5.981 1.483
13 N 0.797 -1.710 5.542
14 C -0.748 0.385 4.259
15 C -0.536 -2.008 6.125
16 C 1.898 -3.888 6.109
17 C -0.460 4.761 1.088
18 C -1.396 2.311 -5.824
19 C -0.372 -2.717 -1.052
20 C -1.041 7.103 1.262
21 C -2.568 -2.151 -0.349
22 C -1.997 -1.899 -2.896
23 C -0.819 -4.000 -3.909
24 C 1.913 -2.395 6.243
25 C 0.978 3.980 -4.763
26 C 2.256 -1.042 -0.928
27 C -0.054 -3.175 0.257
28 C 0.298 -0.216 2.177
29 C -1.797 -2.326 -5.461
30 C -0.176 -4.745 -5.031
31 C -0.594 -1.567 7.580
32 C -1.654 -2.287 -1.389
33 C 3.375 -2.797 -2.106
34 C -1.609 1.207 3.541
35 C 2.737 -0.715 -3.320
36 C -1.405 1.331 2.159
37 C 0.920 -1.557 4.164
38 C -1.066 -3.263 1.220
39 C -1.758 4.082 -3.257
40 C 0.118 -0.460 3.537
41 C -1.508 -2.857 -4.084
42 C 1.159 6.250 2.120
43 C -2.319 -2.698 0.922
44 H 0.668 5.018 -5.013
45 H -1.931 6.744 0.736
46 H 1.701 -0.683 -3.678
47 H 3.804 -3.047 -1.125
48 H -0.551 7.872 0.658
49 H -0.633 1.781 -6.424
50 H -1.638 -1.538 7.905
51 H -0.843 -3.674 2.218
52 H -0.730 0.375 5.350
53 H -0.936 -1.799 -5.913
54 H 0.995 -0.812 1.585
55 H 2.747 -4.294 6.655
56 H -3.465 -1.584 -0.514
57 H 0.584 -4.156 -5.559
58 H 1.689 7.029 1.565
59 H 1.999 -4.165 5.058
60 H -2.244 1.651 -5.548
61 H 1.767 5.342 2.158
62 H -1.406 4.648 0.538
63 H 3.135 0.294 -3.149
64 H 1.821 -2.084 7.287
65 H -0.050 -2.262 8.231
66 H 0.998 6.638 3.129
67 H 0.319 -5.644 -4.664
68 H -2.066 1.927 1.530
69 H -1.777 3.145 -6.448
70 H -2.606 -1.595 -5.423
71 H -0.870 -5.091 -5.800
72 H -3.068 -2.672 1.740
73 H -2.000 3.546 -2.304
74 H 1.364 3.489 -5.672
75 H 3.368 -1.280 -4.016
76 H 0.983 -4.321 6.514
77 H 4.163 -2.772 -2.864
78 H 2.237 -1.783 -0.136
79 H 2.831 -1.981 5.817
80 H -1.339 7.541 2.218
81 H 0.975 -3.452 0.528
82 H -3.102 -2.119 -2.880
83 H -0.172 -0.561 7.703
84 H -0.741 -3.095 6.046
85 H -2.686 4.251 -3.836
86 H 2.629 -3.559 -2.385
87 H 0.407 -2.640 -1.831
88 H -1.300 5.064 -3.027
89 H 1.730 3.970 -3.944
90 H -2.085 -3.150 -6.130
91 H -2.412 1.771 4.010
92 H -0.751 -4.490 -2.939
93 H -1.321 -1.494 5.551

Cartesian forces (eV/Å) of the 2 atoms listed first:
Nd -1.45 -0.06 0.14
Cl -0.38 0.49 -2.53

The value obtained for the total energy is -3924.6973 Eh. The orbital gap (alpha / beta) comes out at 0.18668 / 0.18725 Ha. The strongest force on any atom is 2.61 eV/A. As for the HOMO energy (alpha / beta): -5.35 / -5.35 eV. Its spin multiplicity is 4.

Entry 3:
Molecular formula: C30H50Cl6P2PbSi2
Method: DFT, ωB97M-V/def2-TZVPD

Geometry (Å):
1 Pb 0.027 0.163 1.162
2 Cl 2.466 1.998 5.936
3 Cl 2.275 3.397 3.116
4 Cl 3.187 -2.694 3.350
5 Cl -2.033 0.163 2.363
6 Cl 3.770 -1.151 0.701
7 Cl 2.850 -1.128 6.036
8 P -0.664 -3.015 0.550
9 P -0.934 3.082 0.045
10 Si 1.438 -3.118 -1.863
11 Si 1.594 2.693 -1.903
12 C -1.370 4.329 1.394
13 C -1.804 3.807 -1.460
14 C 3.217 1.074 2.143
15 C 2.891 1.782 3.259
16 C 3.072 -0.266 4.575
17 C -4.267 0.004 -1.466
18 C 0.080 -5.105 2.368
19 C 3.422 2.615 -1.574
20 C 2.893 1.136 4.531
21 C 3.465 -0.264 2.164
22 C -3.273 -3.561 -0.357
23 C 0.930 -1.351 -2.204
24 C 0.590 -4.230 -3.098
25 C -1.819 -4.018 -0.560
26 C 0.960 0.967 -2.214
27 C -0.226 0.530 -2.877
28 C -0.649 -2.908 3.383
29 C -1.397 3.617 2.752
30 C -0.243 -0.888 -2.870
31 C 3.321 -0.975 3.385
32 C -3.300 3.488 -1.379
33 C -1.678 -5.533 -0.422
34 C -1.587 5.306 -1.656
35 C 0.988 -3.542 -0.057
36 C -0.436 5.539 1.436
37 C 0.839 3.421 -0.307
38 C 3.290 -3.342 -2.037
39 C 1.222 3.757 -3.387
40 C 1.679 -0.198 -1.838
41 C -0.837 -3.892 2.218
42 H -1.788 4.302 3.519
43 H -0.974 1.188 -3.311
44 H -0.380 3.325 3.053
45 H 3.465 -4.175 -2.733
46 H -2.003 5.876 -0.813
47 H -3.834 4.099 -2.119
48 H 1.163 -4.148 -4.033
49 H 3.651 2.104 -0.628
50 H -3.655 0.073 -2.360
51 H -0.882 -3.414 4.333
52 H 1.743 -3.065 0.599
53 H -1.307 -2.032 3.291
54 H -4.538 0.910 -0.931
55 H 3.770 -3.604 -1.087
56 H 1.116 -4.630 0.064
57 H 0.390 -2.549 3.441
58 H -2.139 5.607 -2.557
59 H 1.003 4.506 -0.356
60 H -0.536 5.587 -1.807
61 H 0.620 -5.280 -2.775
62 H -1.009 -1.529 -3.306
63 H 1.137 -4.803 2.392
64 H -1.371 3.253 -2.308
65 H -3.964 -4.361 -0.654
66 H 0.578 5.233 1.727
67 H -1.889 -4.228 2.217
68 H -3.483 -3.298 0.688
69 H 3.917 2.085 -2.399
70 H 1.850 3.393 -4.213
71 H -3.473 -2.682 -0.978
72 H -0.811 6.230 2.204
73 H 0.177 3.721 -3.713
74 H -0.157 -5.602 3.320
75 H -3.492 2.430 -1.593
76 H -0.448 -3.943 -3.305
77 H 2.662 -0.205 -1.362
78 H -3.713 3.727 -0.388
79 H 3.756 -2.436 -2.447
80 H -2.402 -6.005 -1.101
81 H -1.920 -5.864 0.596
82 H 3.821 3.638 -1.526
83 H -0.680 -5.899 -0.697
84 H 1.490 4.803 -3.186
85 H -4.439 -0.963 -1.004
86 H -1.511 -3.728 -1.577
87 H 1.431 3.053 0.549
88 H -0.400 6.087 0.486
89 H -2.025 2.717 2.732
90 H -2.398 4.652 1.146
91 H -0.068 -5.846 1.573

Cartesian forces (eV/Å) of the 2 atoms listed first:
Pb 0.63 -0.17 -1.79
Cl 0.05 0.10 0.10

The value obtained for the total energy is -5388.7075 Eh. The orbital gap (alpha / beta) comes out at 0.20833 / 0.14026 Ha. The strongest force on any atom is 1.91 eV/A. As for the HOMO energy (alpha / beta): -6.54 / -6.54 eV.

Entry 4:
Molecular formula: C30H50CoP2Te
Method: DFT, ωB97M-V/def2-TZVPD

Geometry (Å):
1 Te 0.784 2.839 0.166
2 Co 0.009 -0.037 -0.095
3 P -2.032 1.044 0.241
4 P 1.491 0.154 1.763
5 C 3.845 5.999 0.318
6 C -3.694 -2.946 0.456
7 C -4.077 -3.244 1.906
8 C -2.902 -3.729 -0.261
9 C -3.363 1.112 -1.139
10 C -0.535 -0.673 -2.239
11 C -2.367 -5.057 0.302
12 C 0.287 -1.734 -1.614
13 C 2.616 4.579 -1.749
14 C -1.219 -4.875 1.307
15 C 3.173 0.984 1.451
16 C 3.558 5.568 -2.043
17 C 2.909 5.003 0.614
18 C 1.621 0.159 -1.687
19 C 0.292 0.525 -2.251
20 C 1.063 1.168 3.306
21 C 2.317 -1.279 2.709
22 C 0.238 -3.217 -2.050
23 C -1.633 -0.822 -3.325
24 C -1.659 -2.552 2.167
25 C -0.883 -3.409 1.475
26 C -0.014 1.830 -3.006
27 C 2.287 4.279 -0.413
28 C 2.832 -2.078 -0.875
29 C 1.598 -1.226 -1.224
30 C -2.139 2.965 0.082
31 C 4.172 6.279 -1.011
32 C 2.876 1.041 -1.818
33 C -2.929 -2.972 2.889
34 C -2.997 1.273 1.870
35 H 3.307 -2.448 -1.783
36 H 0.606 2.653 -2.651
37 H 3.805 5.789 -3.073
38 H -4.992 -2.722 2.179
39 H -3.583 2.191 1.911
40 H -3.204 -2.200 3.608
41 H -2.157 0.117 -3.496
42 H -2.893 -3.612 -1.311
43 H 0.721 2.163 3.023
44 H -0.326 -5.424 1.007
45 H -2.391 -1.582 -3.174
46 H -2.312 1.290 2.717
47 H 0.176 1.711 -4.072
48 H -2.732 -3.856 3.495
49 H 0.274 0.683 3.878
50 H 4.312 6.559 1.117
51 H -1.494 -5.302 2.272
52 H 2.734 2.035 -1.399
53 H 3.120 1.177 -2.871
54 H -3.124 1.846 -1.908
55 H -1.663 3.458 0.931
56 H 3.081 1.953 0.966
57 H 0.012 -3.174 0.961
58 H 3.578 -1.513 -0.322
59 H -4.336 1.369 -0.718
60 H -4.321 -2.224 -0.006
61 H 3.697 1.152 2.391
62 H -3.165 3.335 0.058
63 H 3.811 0.348 0.846
64 H 2.653 4.804 1.647
65 H -1.154 -1.069 -4.273
66 H -4.374 -4.288 1.994
67 H 0.609 -3.900 -1.291
68 H 2.782 -1.983 2.020
69 H -1.659 3.314 -0.833
70 H -0.730 -3.546 -2.420
71 H 0.906 -3.344 -2.901
72 H -3.468 0.180 -1.683
73 H -3.181 -5.582 0.801
74 H -1.052 2.131 -2.883
75 H 2.156 4.066 -2.573
76 H 1.928 1.278 3.959
77 H -1.527 -1.500 2.269
78 H 4.892 7.053 -1.242
79 H -3.725 0.489 2.014
80 H -2.119 -5.761 -0.488
81 H 3.090 -0.909 3.382
82 H 1.592 -1.813 3.322
83 H 3.751 0.595 -1.352
84 H 2.563 -2.942 -0.268

Cartesian forces (eV/Å) of the 2 atoms listed first:
Te 1.17 1.84 0.37
Co 0.45 -0.02 -0.56

As for the total charge: +1. The value obtained for the total energy is -3506.2101 Eh. The orbital gap (alpha / beta) comes out at 0.28717 / 0.22170 Ha. The strongest force on any atom is 4.85 eV/A. As for the HOMO energy (alpha / beta): -9.95 / -10.56 eV. Its spin multiplicity is 5.

Entry 5:
Molecular formula: C30H51BBrN2O6P
Method: DFT, ωB97M-V/def2-TZVPD

Geometry (Å):
1 Br -4.897 -2.076 3.697
2 P -2.827 -1.239 3.148
3 O -5.065 1.751 -1.126
4 O -3.253 -1.247 -1.794
5 O -2.816 -3.049 -0.387
6 O -2.983 0.453 3.503
7 O -3.783 -1.034 0.529
8 O 3.874 3.199 0.911
9 N 5.996 3.824 -1.263
10 N -7.954 -4.239 -1.482
11 C -3.817 1.256 -1.668
12 C 1.330 -6.650 -0.889
13 C 3.536 3.386 -0.454
14 C -0.153 -0.065 1.563
15 C 2.280 -0.735 0.664
16 C 1.156 -0.989 1.816
17 C -4.957 2.148 0.258
18 C -6.252 1.631 1.094
19 C 4.903 6.178 -1.194
20 C 5.885 5.233 -1.863
21 C -0.034 -6.095 1.358
22 C -0.524 -4.716 0.777
23 C -4.101 -0.209 -2.295
24 C 7.027 3.107 -2.141
25 C 4.692 3.005 -1.379
26 C 0.864 -7.042 0.532
27 C -0.025 -4.362 -0.633
28 C -5.226 -2.748 -0.858
29 C -1.439 -3.841 1.729
30 C -2.554 -2.942 1.021
31 C -7.702 -3.477 -0.319
32 C -6.875 -4.334 -2.397
33 C -5.550 -3.616 -2.115
34 C -6.455 -2.697 0.130
35 C 6.557 3.904 0.162
36 C -2.558 -1.314 1.284
37 C 0.894 -5.298 -1.488
38 C -1.182 -0.850 0.616
39 C 3.053 3.972 1.783
40 C 6.882 2.555 0.782
41 B -3.814 -1.959 -0.635
42 H -0.629 -1.734 0.155
43 H 0.240 0.833 0.945
44 H 3.348 -0.817 1.059
45 H 7.471 4.503 0.103
46 H 3.891 6.026 -1.574
47 H -3.554 1.959 -2.554
48 H 5.851 4.454 0.778
49 H -6.128 0.521 1.377
50 H 2.189 -1.509 -0.183
51 H 3.013 3.471 2.750
52 H 7.986 3.616 -2.032
53 H 2.172 0.291 0.165
54 H -6.367 2.200 2.082
55 H -2.931 1.286 -0.954
56 H -6.397 -2.096 1.104
57 H 7.713 2.062 0.273
58 H -7.226 1.740 0.507
59 H 1.969 -7.350 -1.518
60 H -1.457 -0.156 -0.260
61 H -8.600 -3.389 0.400
62 H 7.192 2.704 1.819
63 H -5.223 -0.384 -2.210
64 H 1.180 -4.946 -2.540
65 H 5.621 5.115 -2.917
66 H -1.978 -4.577 2.438
67 H -6.971 -4.908 -3.383
68 H 7.101 2.067 -1.832
69 H -3.533 -3.363 1.478
70 H -4.052 1.736 0.813
71 H 6.685 3.156 -3.177
72 H 4.969 1.966 -1.186
73 H 3.503 4.960 1.916
74 H -5.032 3.302 0.291
75 H 6.031 1.875 0.791
76 H 5.163 7.207 -1.453
77 H -0.335 -3.381 -1.114
78 H 0.915 -2.104 1.756
79 H -4.721 -3.704 -2.905
80 H 2.693 2.721 -0.675
81 H 1.154 -8.038 1.024
82 H -0.591 0.377 2.514
83 H -0.348 -6.395 2.414
84 H -2.417 0.653 4.277
85 H 4.375 3.087 -2.421
86 H 6.889 5.664 -1.810
87 H 4.895 6.110 -0.106
88 H -0.834 -3.152 2.435
89 H 1.647 -0.797 2.827
90 H -3.881 -0.122 -3.430
91 H 3.185 4.401 -0.632
92 H 2.035 4.080 1.396

Cartesian forces (eV/Å) of the 2 atoms listed first:
Br 0.66 0.61 -0.66
P 0.87 1.53 0.52

The value obtained for the total energy is -4674.5341 Eh. The orbital gap comes out at 0.20364 Ha. The strongest force on any atom is 6.08 eV/A. As for the HOMO energy: -6.79 eV.